The following is a DFT calculation (wB97M-V/def2-TZVPD) of the molecule C20H27NO4.

Calculated values
structure (SMILES) = CC(C)OCCCNC(=O)COc1ccc2oc3c(c2c1)CCCC3
energy = -1134.0396 Ha
energy above the lowest of the compared OMol25 structures with the same formula, charge and spin = 142.1 kJ/mol

Last columns: bonded neighbours and bond lengths (Å).
Atoms and positions in Å:
1 C 6.411 0.462 -1.189  C2 1.531, H26 1.088, H27 1.086, H28 1.087
2 C 6.353 -0.506 -0.006  C1 1.531, C3 1.526, O4 1.417, H29 1.105
3 C 7.648 -0.462 0.799  C2 1.526, H30 1.086, H31 1.086, H32 1.086
4 O 5.308 -0.196 0.900  C2 1.417, C5 1.408
5 C 4.006 -0.430 0.417  O4 1.408, C6 1.526, H33 1.100, H34 1.101
6 C 3.043 -0.385 1.601  C5 1.526, C7 1.529, H35 1.091, H36 1.090
7 C 1.596 -0.607 1.161  C6 1.529, N8 1.443, H37 1.094, H38 1.093
8 N 1.111 0.465 0.325  C7 1.443, C9 1.344, H39 1.009
9 C 0.955 0.350 -1.005  N8 1.344, O10 1.213, C11 1.534
10 O 1.156 -0.666 -1.636  C9 1.213
11 C 0.493 1.649 -1.677  C9 1.534, O12 1.407, H40 1.095, H41 1.097
12 O -0.191 2.528 -0.819  C11 1.407, C13 1.376
13 C -1.451 2.167 -0.399  O12 1.376, C14 1.405, C21 1.382
14 C -2.120 3.148 0.351  C13 1.405, C15 1.378, H42 1.078
15 C -3.385 2.936 0.854  C14 1.378, C16 1.385, H43 1.078
16 C -3.978 1.712 0.590  C15 1.385, O17 1.358, C20 1.409
17 O -5.204 1.279 0.979  C16 1.358, C18 1.362
18 C -5.331 0.016 0.483  O17 1.362, C19 1.358, C25 1.487
19 C -4.232 -0.382 -0.208  C18 1.358, C20 1.430, C22 1.491
20 C -3.318 0.718 -0.160  C16 1.409, C19 1.430, C21 1.394
21 C -2.038 0.943 -0.661  C13 1.382, C20 1.394, H44 1.078
22 C -4.110 -1.720 -0.853  C19 1.491, C23 1.531, H45 1.092, H46 1.095
23 C -5.182 -2.653 -0.284  C22 1.531, C24 1.530, H47 1.091, H48 1.092
24 C -6.550 -1.969 -0.267  C23 1.530, C25 1.532, H49 1.091, H50 1.092
25 C -6.559 -0.790 0.712  C18 1.487, C24 1.532, H51 1.092, H52 1.095
26 H 6.478 1.485 -0.824  C1 1.088
27 H 7.285 0.246 -1.797  C1 1.086
28 H 5.526 0.368 -1.815  C1 1.087
29 H 6.196 -1.529 -0.392  C2 1.105
30 H 7.814 0.547 1.169  C3 1.086
31 H 8.488 -0.759 0.178  C3 1.086
32 H 7.577 -1.133 1.650  C3 1.086
33 H 3.720 0.331 -0.323  C5 1.100
34 H 3.951 -1.414 -0.073  C5 1.101
35 H 3.143 0.582 2.097  C6 1.091
36 H 3.327 -1.158 2.316  C6 1.090
37 H 0.948 -0.691 2.039  C7 1.094
38 H 1.521 -1.522 0.569  C7 1.093
39 H 0.971 1.372 0.746  N8 1.009
40 H 1.383 2.196 -2.006  C11 1.095
41 H -0.102 1.397 -2.563  C11 1.097
42 H -1.610 4.082 0.521  C14 1.078
43 H -3.896 3.692 1.428  C15 1.078
44 H -1.541 0.170 -1.224  C21 1.078
45 H -3.113 -2.133 -0.683  C22 1.092
46 H -4.240 -1.617 -1.935  C22 1.095
47 H -5.231 -3.564 -0.882  C23 1.091
48 H -4.911 -2.933 0.736  C23 1.092
49 H -7.322 -2.685 0.016  C24 1.091
50 H -6.778 -1.605 -1.271  C24 1.092
51 H -7.449 -0.173 0.575  C25 1.092
52 H -6.571 -1.157 1.744  C25 1.095

Atomic partial charges in e from the Mulliken method, atoms 1 to 6: -1.40, 0.69, -1.47, -0.38, -0.37, -0.46


The following is a DFT calculation (wB97M-V/def2-TZVPD) of the ion C5H7N4O with charge +1.

Calculated values
net charge = +1
structure (SMILES) = O=C1C[NH2+]Nc2nccn21
energy = -488.6594 Ha
energy above the lowest of the compared OMol25 structures with the same formula, charge and spin = 242.6 kJ/mol

Last columns: bonded neighbours and bond lengths (Å).
Atoms and positions in Å:
1 O 0.593 -2.558 0.377  C2 1.195
2 C 0.545 -1.420 0.019  O1 1.195, C3 1.525, N10 1.429
3 C 1.681 -0.495 -0.407  C2 1.525, N4 1.541, H11 1.052, H12 1.118
4 N 1.654 0.886 0.276  C3 1.541, N5 1.400, H13 0.960, H14 1.032
5 N 0.469 1.576 -0.006  N4 1.400, C6 1.386, H15 1.010
6 C -0.684 0.810 0.046  N5 1.386, N7 1.309, N10 1.464
7 N -1.904 1.276 0.146  C6 1.309, C8 1.389
8 C -2.680 0.126 0.076  N7 1.389, C9 1.377, H16 1.050
9 C -1.973 -1.052 -0.032  C8 1.377, N10 1.374, H17 1.040
10 N -0.659 -0.652 -0.019  C2 1.429, C6 1.464, C9 1.374
11 H 2.590 -1.019 -0.332  C3 1.052
12 H 1.530 -0.232 -1.483  C3 1.118
13 H 1.905 0.750 1.192  N4 0.960
14 H 2.545 1.241 -0.107  N4 1.032
15 H 0.322 2.552 0.205  N5 1.010
16 H -3.710 0.260 0.233  C8 1.050
17 H -2.224 -2.049 -0.182  C9 1.040

Atomic partial charges in e from the Mulliken method, atoms 1 to 6: -0.44, 0.66, -0.71, 0.01, -0.27, 0.26


The following is a DFT calculation (wB97M-V/def2-TZVPD) of the molecule C4H8O2.

Calculated values
structure (SMILES) = CCOCC=O
energy = -307.6509 Ha
energy above the lowest of the compared OMol25 structures with the same formula, charge and spin = 161.5 kJ/mol

Last columns: bonded neighbours and bond lengths (Å).
Atoms and positions in Å:
1 C -1.613 -0.717 -0.339  C2 1.525, H7 1.094, H8 1.098, H9 1.094
2 C -0.541 0.081 -1.072  C1 1.525, O3 1.422, H10 1.099, H11 1.099
3 O -0.047 1.133 -0.252  C2 1.422, C4 1.401
4 C 1.229 0.914 0.283  O3 1.401, C5 1.520, H12 1.097, H13 1.099
5 C 1.256 -0.131 1.386  C4 1.520, O6 1.206, H14 1.112
6 O 2.226 -0.802 1.639  C5 1.206
7 H -2.231 -0.031 0.247  C1 1.094
8 H -1.189 -1.473 0.335  C1 1.098
9 H -2.266 -1.220 -1.058  C1 1.094
10 H 0.295 -0.563 -1.379  C2 1.099
11 H -0.951 0.539 -1.983  C2 1.099
12 H 1.556 1.866 0.719  C4 1.097
13 H 1.972 0.635 -0.478  C4 1.099
14 H 0.303 -0.230 1.952  C5 1.112

Atomic partial charges in e from the Mulliken method, atoms 1 to 6: -1.08, -0.28, -0.41, -0.46, 0.10, -0.49


The following is a DFT calculation (wB97M-V/def2-TZVPD) of a cluster of 2 separate species, C4H9NS in total.

Calculated values
energy = -610.6119 Ha
energy above the lowest of the compared OMol25 structures with the same formula, charge and spin = 372.3 kJ/mol

Last columns: bonded neighbours and bond lengths (Å).
Atoms and positions in Å:
1 C -0.610 0.722 -1.209  C2 1.308, H7 1.147, H8 1.045
2 C -0.384 0.294 0.006  C1 1.308, C4 1.436
3 C -0.215 -2.095 0.554  C4 1.522, H9 1.025, H10 1.094, H11 1.232
4 C -0.812 -0.739 0.906  C2 1.436, C3 1.522, H12 1.068, H13 1.034
5 N 2.395 2.379 -0.329  S6 1.707, H14 0.959, H15 1.045
6 S 1.628 1.521 0.931  N5 1.707
7 H -0.016 1.566 -1.710  C1 1.147
8 H -1.443 0.381 -1.740  C1 1.045
9 H -0.538 -2.781 1.243  C3 1.025
10 H 0.866 -1.993 0.421  C3 1.094
11 H -0.572 -2.486 -0.559  C3 1.232
12 H -1.869 -0.758 1.060  C4 1.068
13 H -0.604 -0.457 1.878  C4 1.034
14 H 2.303 3.329 -0.419  N5 0.959
15 H 3.348 2.058 -0.614  N5 1.045

Atomic partial charges in e from the Mulliken method, atoms 1 to 6: -0.68, 0.03, -0.93, -0.48, -0.47, -0.10


no.,largest force on an atom (eV Å⁻¹),orbital gap (eV)
1,1.06,8.835
2,3.74,8.270
3,0.52,10.689
4,4.67,8.292